This record from OMol25 describes 11 unconnected molecules or ions with the total composition C53H130N8O11 at a distorted geometry. The level of theory is ωB97M-V with the def2-TZVPD basis set.

Strongest force on any atom = 4.26 eV/A
Structure (SMILES) = CC1(C)CCCC(C)(C)N1O.CC1(C)CCCC(C)(C)N1O.CC1(C)CCCC(C)(C)N1O.COC[C@H](C)N.COC[C@H](C)N.COC[C@H](C)N.COC[C@H](C)N.COC[C@H](C)N.CCO.CCO.CCO
HOMO = -8.17 eV
Multiplicity = 1
ΔE to the lowest compared entry with this formula, charge and spin = 58.43 kcal/mol
Molecular weight = 1055.7 Da
Gap between HOMO and LUMO = 0.313 hartree

XYZ file:
```
202
Properties=species:S:1:pos:R:3:forces:R:3:lowdin_charge:R:1
C -24.30087 6.30461 4.25208 -0.213 0.039 -0.123 -0.024
C -23.88201 7.58853 4.97768 0.901 0.443 -0.214 -0.494
C -23.12066 7.24201 6.28162 -1.828 -0.390 0.350 -0.032
C -22.87105 8.32763 4.09852 -0.235 0.571 -2.503 -0.123
C -23.46681 9.27588 2.99448 -0.454 -0.418 1.217 -0.166
C -24.53376 10.21377 3.56736 1.257 -0.382 -0.894 -0.149
C -25.66908 9.48584 4.33210 0.798 0.706 -1.065 -0.472
C -26.37929 10.61056 5.07444 -0.173 -0.200 1.358 -0.050
C -26.68378 8.82908 3.33807 0.630 -0.204 0.304 -0.007
N -25.01781 8.51023 5.24497 0.757 0.788 0.737 -0.094
O -25.82528 8.09771 6.33202 0.132 0.093 -0.814 -0.001
H -23.46514 5.63765 4.04045 0.351 0.232 -0.005 0.068
H -24.98704 5.66636 4.80876 -0.403 0.298 0.069 0.082
H -24.73719 6.62410 3.30569 -0.230 -0.380 -0.139 0.065
H -22.21932 6.63254 6.21671 0.259 0.524 -0.712 0.087
H -23.00748 8.15408 6.86763 0.283 -0.176 0.058 0.091
H -23.79623 6.56272 6.80149 -0.095 0.204 0.588 0.070
H -22.05418 8.84111 4.60563 -0.375 0.070 0.483 0.118
H -22.39435 7.61526 3.42516 0.427 -0.536 0.555 0.086
H -22.63608 9.82969 2.55712 -0.085 0.114 -0.069 0.109
H -23.92862 8.70220 2.19092 0.107 -0.321 -0.096 0.091
H -24.87663 10.79872 2.71391 -0.762 -0.018 0.031 0.108
H -23.96451 10.94678 4.13896 -0.437 -0.036 0.809 0.119
H -25.78457 11.01213 5.89490 0.246 -0.410 0.203 0.087
H -27.30024 10.22547 5.51223 -0.182 0.282 -0.019 0.081
H -26.56251 11.51374 4.49238 -0.260 -0.445 -0.640 0.080
H -26.17749 8.43905 2.45510 0.077 -0.251 0.071 0.053
H -27.47097 9.47031 2.94151 0.093 0.364 0.315 0.076
H -27.16601 8.00889 3.86992 -0.169 -0.170 -0.162 0.079
H -26.42507 7.46912 5.92371 -0.498 -0.447 0.193 0.085
C -25.00452 8.07817 -8.22888 -1.098 0.436 0.876 -0.020
C -25.18785 9.15071 -7.05552 0.597 -0.799 -0.881 -0.471
C -23.86894 9.54444 -6.40017 0.260 -0.152 0.524 -0.035
C -25.78726 10.39340 -7.74666 -0.126 0.396 0.867 -0.141
C -26.44957 11.35670 -6.75185 -1.190 -0.258 -0.714 -0.175
C -27.48711 10.67160 -5.84398 0.458 0.802 -0.261 -0.147
C -26.92837 9.46537 -5.07137 -0.179 -0.583 -1.122 -0.409
C -26.07219 10.01319 -3.91632 0.512 -0.428 0.790 -0.026
C -28.16718 8.57610 -4.70731 0.696 0.697 0.494 -0.024
N -26.11713 8.57001 -6.04617 -1.732 3.040 -1.036 -0.117
O -25.60674 7.42606 -5.45697 0.015 -0.243 0.353 -0.034
H -26.01813 7.78434 -8.50156 -0.308 0.242 -0.146 0.061
H -24.58634 8.54134 -9.12259 0.387 -0.071 0.185 0.077
H -24.57721 7.10152 -8.00160 0.707 0.394 0.353 0.073
H -23.09018 9.89046 -7.07981 -0.115 -0.181 -0.265 0.085
H -24.02190 10.34607 -5.67761 -0.118 0.115 -0.041 0.067
H -23.49081 8.70215 -5.82079 0.158 -0.094 -0.100 0.076
H -25.02107 10.97370 -8.26078 0.471 -0.318 0.053 0.117
H -26.47041 10.13618 -8.55614 -0.387 -0.306 0.289 0.114
H -25.76422 11.99192 -6.19071 0.274 -0.371 0.085 0.105
H -27.03535 12.04685 -7.35901 0.079 0.336 -0.040 0.106
H -28.43059 10.50764 -6.36461 0.263 -0.825 -0.576 0.114
H -27.83943 11.46255 -5.18188 0.295 -0.169 0.808 0.112
H -25.24977 9.33558 -3.68704 -0.084 -0.290 0.082 0.079
H -26.58007 10.20893 -2.97195 -0.583 -0.387 -0.116 0.050
H -25.57924 10.97491 -4.05852 -0.150 0.076 -0.844 0.076
H -28.87631 9.12047 -4.08369 0.207 0.127 0.383 0.077
H -27.85505 7.66855 -4.19057 -0.113 -0.042 0.041 0.064
H -28.74958 8.33450 -5.59644 0.438 -0.084 -0.193 0.065
H -26.21835 6.81421 -5.87312 0.422 -0.757 0.147 0.040
C -30.39135 11.46851 -2.13080 0.835 1.504 0.846 0.000
C -30.25878 12.81816 -1.30983 0.179 -0.540 -0.364 -0.479
C -30.95555 13.98061 -1.99638 -0.046 0.276 -0.705 -0.054
C -31.03399 12.71465 0.01802 -0.699 -0.952 -0.342 -0.154
C -30.36302 12.05352 1.20622 0.257 -0.315 -0.286 -0.184
C -29.03546 12.74855 1.34246 -0.008 1.350 -0.385 -0.151
C -28.08654 12.68149 0.08329 -0.050 -1.378 1.966 -0.440
C -26.88900 13.62449 0.40713 -0.765 -0.050 -0.755 -0.031
C -27.59206 11.18567 -0.03262 -0.254 0.948 -0.545 -0.016
N -28.83622 13.20715 -1.09450 -1.363 -0.368 4.025 -0.143
O -28.03162 13.25212 -2.17794 0.641 0.066 -2.002 -0.007
H -29.79265 10.75017 -1.57076 -0.200 -0.342 -0.333 0.063
H -31.42223 11.13203 -2.24107 0.079 0.109 -0.023 0.082
H -29.92278 11.68260 -3.09138 -0.080 -0.419 -0.145 0.066
H -32.03648 13.84046 -2.00239 -0.070 -0.121 0.030 0.086
H -30.74323 14.89298 -1.43907 0.010 0.039 -0.026 0.087
H -30.66776 14.13835 -3.03580 0.228 -0.103 -0.068 0.079
H -31.43760 13.69107 0.28599 0.483 0.201 0.319 0.115
H -31.93314 12.18106 -0.29005 -0.177 -0.238 0.181 0.114
H -30.99558 12.12568 2.09096 0.085 0.484 0.137 0.114
H -30.19790 10.97725 1.15635 -0.157 -0.200 -0.673 0.104
H -28.58396 12.54899 2.31427 0.641 -0.327 -0.308 0.116
H -29.28221 13.81006 1.36308 -0.026 0.359 0.340 0.111
H -26.28040 13.34802 1.26810 -0.128 -0.509 -0.120 0.077
H -27.28934 14.60955 0.64688 -0.031 0.164 -0.190 0.079
H -26.26962 13.69677 -0.48688 0.245 0.080 0.163 0.074
H -28.43990 10.50192 0.00923 0.073 -0.046 -0.242 0.060
H -26.91937 10.86938 0.76458 0.052 0.372 0.177 0.068
H -27.05216 11.08232 -0.97386 -0.056 -0.238 -0.099 0.059
H -27.91959 14.20166 -2.26423 0.386 0.079 -0.568 0.113
C -25.07161 0.40220 -1.40710 -1.750 0.104 0.038 -0.116
O -24.30908 -0.67072 -0.90607 0.063 0.199 0.171 -0.153
C -24.30148 -0.68040 0.52171 -0.858 -0.866 0.455 -0.215
C -23.43404 -1.80117 1.09065 -0.675 1.115 1.322 -0.456
C -23.43928 -1.74145 2.62669 -1.035 -0.717 -0.228 -0.061
N -22.10449 -1.54941 0.70444 1.451 -0.216 -1.396 0.038
H -26.08555 0.35612 -1.00973 -0.149 0.183 1.004 0.070
H -25.41783 0.35432 -2.43954 1.310 -0.646 -0.556 0.088
H -24.69169 1.40946 -1.23633 0.489 -0.052 0.250 0.072
H -23.98087 0.28247 0.91943 0.292 0.252 -0.013 0.109
H -25.26425 -0.88352 0.99065 -0.857 0.350 -0.637 0.115
H -23.75309 -2.77095 0.70878 -0.196 -0.039 0.130 0.149
H -23.05583 -2.69440 2.99133 -0.018 0.097 0.193 0.084
H -24.46344 -1.60388 2.97348 -0.114 -0.168 0.297 0.063
H -22.84794 -0.94224 3.07355 0.165 0.122 -0.421 0.076
H -21.98915 -0.57791 0.95539 0.731 0.308 0.130 0.071
H -22.25470 -1.50259 -0.29324 1.114 0.029 -0.745 0.069
C -23.48082 -0.48046 6.20979 -0.364 0.915 -0.485 -0.096
O -23.66282 0.90309 5.89715 -0.794 1.525 0.511 -0.205
C -25.04103 1.42959 5.91792 0.411 -2.772 0.303 -0.139
C -25.78912 0.93748 4.66738 -0.005 1.119 -0.986 -0.410
C -25.22161 1.49503 3.37053 0.316 -0.529 -0.511 -0.056
N -27.17753 1.36781 4.63522 -0.421 -0.247 1.075 0.051
H -23.90507 -1.03986 5.37602 0.130 -0.576 0.245 0.060
H -23.91791 -0.77269 7.16460 -0.305 0.059 0.042 0.086
H -22.40436 -0.63079 6.29203 -0.066 -0.037 -0.219 0.091
H -25.56056 0.99068 6.76972 -0.051 -0.627 0.319 0.108
H -25.17292 2.47083 6.21208 0.952 0.457 -1.005 0.127
H -25.82577 -0.14869 4.58371 0.511 -0.152 0.428 0.124
H -25.30851 2.57998 3.31174 0.340 0.034 0.255 0.065
H -25.82444 1.12227 2.54244 -0.200 -0.091 -0.021 0.053
H -24.21554 1.14083 3.14591 0.199 0.324 0.305 0.064
H -27.51025 1.34579 5.58860 -0.434 -0.123 0.355 0.087
H -27.20520 2.34545 4.38312 -0.139 0.529 -0.277 0.036
C -26.45140 7.64901 -1.20596 -0.863 -0.144 0.818 -0.081
O -27.19742 7.32404 -0.05204 -0.713 -1.033 0.854 -0.192
C -26.73262 6.20607 0.70320 0.017 0.409 0.005 -0.184
C -26.50715 4.84277 0.00562 -1.707 -0.073 -0.422 -0.391
C -27.71835 4.25479 -0.75059 0.629 1.121 0.027 -0.040
N -26.24588 3.88875 1.08751 0.908 0.872 -0.284 0.060
H -26.56080 6.82050 -1.90574 0.591 0.140 -0.416 0.079
H -25.43488 7.86946 -0.88011 0.352 -0.002 -0.611 0.100
H -26.98065 8.52552 -1.57979 0.466 0.007 -0.285 0.068
H -25.80596 6.50442 1.19351 0.763 -0.065 -0.176 0.089
H -27.36366 6.09479 1.58497 -0.660 -0.101 -0.343 0.115
H -25.69069 4.98798 -0.70179 0.387 -0.302 -0.023 0.114
H -27.98553 4.90742 -1.58173 -0.452 0.124 0.146 0.065
H -28.51422 4.13591 -0.01537 -0.272 -0.048 -0.340 0.078
H -27.46820 3.30158 -1.21631 0.086 -0.203 0.255 0.072
H -25.29366 4.12732 1.32513 0.542 -0.567 0.850 0.036
H -26.16799 2.95151 0.71927 -0.090 -0.249 -0.193 0.075
C -22.74182 5.40774 -3.14950 0.655 0.029 0.779 -0.061
O -23.01619 5.60735 -1.74256 0.229 0.624 -0.507 -0.193
C -22.81813 4.48759 -0.90407 -0.487 -0.161 0.016 -0.206
C -22.89765 4.90717 0.58138 0.893 0.412 0.275 -0.410
C -21.58360 5.53236 1.09048 -0.580 0.273 -1.138 -0.042
N -23.21123 3.82339 1.49070 -0.867 -1.243 -0.346 0.036
H -22.21675 4.46193 -3.28303 -0.184 -0.172 -0.174 0.083
H -22.05872 6.18353 -3.49536 0.058 0.153 0.230 0.084
H -23.60803 5.48453 -3.80670 -0.385 -0.236 0.416 0.073
H -23.57842 3.76707 -1.20560 -0.318 -0.459 0.534 0.106
H -21.86134 3.99595 -1.08004 0.405 0.071 -0.107 0.123
H -23.70241 5.63295 0.69840 -0.030 0.291 -0.296 0.112
H -21.28539 6.35526 0.44087 0.035 0.284 0.212 0.082
H -20.78987 4.78732 1.03558 0.003 -0.071 0.310 0.083
H -21.78273 5.87156 2.10705 0.442 0.086 -0.010 0.054
H -22.97670 4.00456 2.45625 0.117 0.250 -0.064 0.069
H -22.78912 2.93996 1.24278 0.144 -0.037 -0.112 0.079
C -30.39829 6.28799 -7.99698 1.344 0.745 0.649 -0.104
O -29.53998 5.24519 -7.57451 0.721 -1.082 0.754 -0.195
C -28.38503 5.61290 -6.75025 -0.912 -0.526 -0.142 -0.154
C -27.67110 4.33118 -6.26887 -1.011 -1.049 0.661 -0.401
C -28.29613 3.68600 -4.99504 -1.121 1.430 -0.144 -0.057
N -26.26572 4.48712 -6.00039 1.277 0.496 -0.422 0.032
H -31.29011 5.97975 -8.54266 0.322 -0.663 0.152 0.087
H -29.78630 6.91947 -8.64101 -0.305 0.507 -0.213 0.083
H -30.70181 6.85203 -7.11503 -0.253 0.312 -0.013 0.080
H -27.70347 6.25597 -7.30706 0.149 0.008 -0.311 0.111
H -28.69060 6.16607 -5.86214 -0.380 0.192 0.008 0.096
H -27.73903 3.62293 -7.09463 -0.106 -0.044 -0.083 0.138
H -27.86467 2.73235 -4.69088 -0.136 -0.046 -0.349 0.072
H -29.38604 3.69718 -5.00255 -0.230 -0.853 -0.569 0.071
H -28.19869 4.37372 -4.15501 0.796 0.239 0.200 0.059
H -26.05076 5.06162 -5.19799 -0.366 0.345 0.258 0.051
H -25.90730 3.59272 -5.69759 0.157 -0.279 -0.336 0.074
C -28.48556 0.15644 1.21945 -0.322 0.302 -0.824 -0.089
C -28.98859 -0.41875 2.53134 0.289 0.031 -0.070 -0.318
O -29.65521 0.55307 3.29805 -0.699 -0.011 -0.066 -0.094
H -29.16770 0.79371 0.65671 -0.620 0.244 0.594 0.054
H -28.28468 -0.57475 0.43645 0.656 -0.459 0.368 0.070
H -27.62949 0.79562 1.43552 0.241 -0.165 -0.202 0.041
H -28.09273 -0.74967 3.05673 0.057 -0.209 0.252 0.094
H -29.63915 -1.28931 2.44770 -0.106 0.043 -0.373 0.109
H -29.02867 0.88458 3.94546 0.536 0.145 0.113 0.021
C -30.43756 2.45787 -2.10181 0.291 0.312 0.600 -0.087
C -31.83078 2.50836 -2.61948 -1.352 -0.340 -0.906 -0.349
O -32.62232 3.37298 -1.85126 -0.562 0.840 1.151 -0.077
H -30.49933 1.93109 -1.14957 0.414 -0.180 0.065 0.067
H -30.17109 3.48426 -1.84959 0.273 0.025 -0.155 0.065
H -29.67337 2.02007 -2.74402 -0.200 -0.097 -0.060 0.071
H -32.37223 1.56663 -2.52967 0.571 -0.614 -0.646 0.112
H -31.98980 2.90241 -3.62325 0.673 -0.327 -0.315 0.112
H -32.99682 2.82899 -1.15454 -0.120 0.373 0.244 0.083
C -29.80132 3.84295 4.31301 -1.229 0.029 -0.222 -0.079
C -28.95664 3.85902 3.05743 1.647 0.004 1.199 -0.262
O -27.57831 3.96527 3.54251 -1.030 0.406 0.333 -0.164
H -29.49640 3.07638 5.02539 0.224 -0.049 -0.177 0.064
H -30.84620 3.63870 4.07928 -0.077 -0.285 -0.215 0.076
H -29.87694 4.78406 4.85772 0.614 0.210 -0.179 0.073
H -29.10945 4.70550 2.38792 -0.523 0.046 0.058 0.100
H -28.98716 2.92465 2.49698 -0.587 -0.030 -0.013 0.092
H -27.07139 3.96400 2.72727 0.777 0.044 -0.746 -0.006
```
Forces are in eV/Å.